Entry 1:
{
  "formula": "C5H7N",
  "method": "wB97M-V/def2-TZVPD",
  "homo_lumo_gap_ha": [0.29911, 0.29384],
  "lumo_ev": [0.1, -0.1],
  "de_lowest_kj_mol": 565.8,
  "symbols": ["H", "H", "H", "H", "H", "H", "C", "N", "C", "H", "C", "C", "C"],
  "positions_angstrom": [[-2.58915, -0.20653, -0.73333], [1.74248, 0.62221, -1.68978], [-2.71097, 0.03951, 1.02453], [-2.68944, 1.43405, -0.07495], [1.90023, -1.99172, -0.20086], [-0.29892, 1.15878, 0.89812], [0.07572, -0.13770, -0.59668], [2.35461, -1.10883, -0.44315], [1.41513, -0.02095, -0.88178], [1.59457, -0.46844, 1.37086], [-2.28002, 0.43240, 0.09765], [2.10595, -0.10650, 0.46974], [-0.78359, 0.50042, 0.16901]],
  "forces_ev_per_angstrom": [[0.0, 0.1, 0.1], [0.2, -0.1, 0.2], [0.0, 0.1, -0.1], [0.0, -0.1, 0.1], [0.0, -0.1, -0.3], [-0.4, 0.1, 0.1], [-1.5, 0.2, 0.0], [-0.1, -0.2, -0.2], [1.1, 0.1, 0.5], [0.3, 0.7, 0.0], [0.0, -0.1, 0.0], [0.3, -0.4, 0.0], [0.1, -0.3, -0.4]],
  "mulliken_charge": [0.3030, 0.3204, 0.2856, 0.3040, 0.2727, 0.3559, -0.4095, -0.3595, 0.0423, 0.2926, -1.1015, -0.3219, 0.0160]
}

---

Entry 2:
{
  "formula": "C34H29AsBrN5O2S2Zn",
  "method": "wB97M-V/def2-TZVPD",
  "homo_lumo_gap_ha": 0.28753,
  "lumo_ev": 0.3,
  "de_lowest_kj_mol": 0.0,
  "symbols": ["H", "C", "C", "O", "C", "C", "C", "C", "C", "C", "H", "C", "H", "H", "C", "H", "H", "C", "C", "H", "C", "O", "H", "H", "H", "N", "H", "C", "C", "H", "H", "C", "C", "H", "C", "H", "C", "Br", "H", "N", "C", "As", "C", "S", "H", "N", "H", "H", "H", "C", "C", "N", "C", "C", "S", "C", "Zn", "H", "H", "H", "H", "H", "N", "C", "H", "C", "C", "H", "C", "C", "C", "C", "C", "H", "H"],
  "positions_angstrom": [[-2.46107, 0.39759, -3.39426], [0.28154, 2.62030, -4.95597], [-0.31053, 1.61646, -5.70791], [-0.22370, 0.50219, 3.92579], [-4.21804, -2.25075, 2.83636], [-0.11122, 2.83157, -3.64055], [0.76128, -1.71952, -4.07578], [1.41341, -0.10038, -2.47625], [2.31167, -2.61111, 3.23110], [1.11358, -1.20847, 1.92483], [4.32511, -3.03983, 2.57598], [-0.25317, -2.11349, -3.22522], [-0.00537, 1.45635, -6.73431], [-3.52171, -0.57605, 1.69288], [-0.82705, 3.89994, -0.69740], [-1.76654, 0.03779, -5.72718], [-0.94143, -2.90348, -3.48518], [-5.47826, 2.46973, 0.11778], [-4.10915, 2.25860, 0.04071], [4.04917, -1.54286, 0.56883], [3.24449, -1.68695, 1.28263], [-1.70855, 1.15052, 2.04524], [-5.98975, 2.33305, 1.06233], [-3.65240, 2.98522, -3.24295], [0.63342, 7.26491, 0.47827], [-4.83573, -4.14587, 4.20616], [2.02483, 5.23878, 0.52161], [-1.09990, 6.26080, -0.29416], [0.49873, 3.95300, -0.25075], [-2.55770, -3.62931, 5.44936], [-7.25944, 3.01635, -0.94598], [1.00369, 5.18610, 0.16714], [-1.69327, 1.02991, -3.82996], [-3.55261, 1.96536, 0.92239], [-6.19063, 2.85583, -1.00898], [2.68205, -0.69115, -5.58050], [3.40456, -2.50956, 2.38515], [-1.82419, -1.85976, -0.87375], [2.59969, 0.88413, -4.78933], [0.42944, -0.46411, -1.64510], [-3.31467, -1.25888, 2.50635], [-1.52958, 2.17049, -1.18694], [0.21614, 6.32367, 0.14266], [-0.97646, 0.12496, 2.76525], [-6.08370, 3.34290, -3.09649], [-0.03369, -0.52327, 1.60754], [-5.13882, -2.35558, 2.27471], [0.36077, 3.60625, -3.04988], [2.35499, -3.23414, 4.11889], [1.61623, -0.68473, -3.71681], [-2.13691, -1.11897, 3.22980], [1.16436, -1.98331, 3.01188], [-1.30039, 0.82216, -5.14357], [2.70768, -0.18730, -4.61528], [1.60838, 2.56995, -0.24127], [-1.10373, 2.03957, -3.07290], [0.25765, 0.78674, 0.12680], [3.68994, -0.35559, -4.17239], [1.05129, 3.24426, -5.39268], [-5.78644, -4.01096, 3.90450], [-1.72121, 7.14653, -0.30425], [2.03087, 0.72258, -2.14017], [2.11808, -1.02961, 1.04231], [-4.16069, 2.83671, -2.29748], [-0.94711, -1.85000, 4.84317], [-1.61661, 5.04342, -0.70856], [-3.44605, 2.44438, -1.16973], [0.88049, -2.21369, -5.03235], [-3.95511, -3.11770, 3.89985], [-1.86656, -1.97242, 4.28815], [-5.53198, 3.03888, -2.21598], [-0.38823, -1.43462, -2.02724], [-2.76906, -2.96321, 4.62136], [-2.64632, 4.98169, -1.03969], [-4.77555, -4.50558, 5.14398]],
  "forces_ev_per_angstrom": [[0.0, 0.0, 0.0], [0.0, 0.0, 0.0], [0.0, 0.0, 0.0], [0.0, -0.1, 0.0], [0.0, 0.0, 0.0], [0.0, 0.0, 0.0], [0.1, 0.0, 0.0], [-0.2, -0.1, -0.1], [0.0, 0.0, -0.1], [0.1, 0.0, 0.0], [0.0, 0.0, 0.0], [0.0, 0.0, 0.1], [0.0, 0.0, 0.0], [0.0, 0.0, 0.0], [-0.1, -0.1, 0.0], [0.0, 0.0, 0.0], [0.0, 0.0, 0.0], [0.0, 0.0, 0.0], [0.0, 0.0, 0.0], [0.0, 0.0, 0.0], [-0.1, 0.0, 0.0], [0.0, -0.1, 0.1], [0.0, 0.0, 0.0], [0.0, 0.0, 0.0], [0.0, 0.0, 0.0], [0.0, 0.0, 0.0], [0.0, 0.0, 0.0], [0.0, 0.0, 0.0], [0.1, 0.0, 0.0], [0.0, 0.0, 0.0], [0.0, 0.0, 0.0], [0.0, 0.0, 0.0], [0.0, 0.0, 0.0], [0.0, 0.0, 0.0], [0.0, 0.0, 0.0], [0.0, 0.0, 0.0], [0.0, 0.0, 0.0], [0.0, 0.0, -0.1], [0.0, 0.0, 0.0], [0.0, -0.1, -0.1], [0.0, 0.0, 0.0], [0.0, -0.1, 0.2], [0.0, 0.0, 0.0], [0.0, -0.1, 0.0], [0.0, 0.0, 0.0], [0.2, 0.6, 0.0], [0.0, 0.0, 0.0], [0.0, 0.0, 0.0], [0.0, 0.0, 0.0], [0.0, 0.0, 0.0], [0.0, 0.1, -0.2], [0.0, 0.0, 0.0], [0.0, 0.0, 0.0], [0.1, 0.0, -0.1], [0.1, 0.1, 0.1], [0.0, 0.0, 0.0], [-0.3, -0.4, 0.0], [0.0, 0.0, 0.0], [0.0, 0.0, 0.0], [0.0, 0.0, 0.0], [0.0, 0.0, 0.0], [0.0, 0.0, 0.0], [-0.1, -0.1, 0.1], [0.0, 0.0, 0.0], [0.0, 0.0, 0.0], [0.0, 0.1, 0.0], [0.0, 0.0, -0.1], [0.0, 0.0, 0.0], [0.1, 0.0, 0.0], [0.1, 0.0, 0.1], [0.0, 0.0, 0.0], [0.1, 0.1, 0.1], [0.0, 0.0, 0.0], [0.0, 0.0, 0.0], [0.0, 0.0, 0.0]],
  "mulliken_charge": [0.5567, -0.8776, -0.4490, -0.7366, -1.0210, -0.4169, -0.5107, -0.6648, -0.2230, 0.2424, 0.3775, -0.7104, 0.4031, 0.5301, -0.6252, 0.4305, 0.4603, -0.8038, -0.3496, 0.4357, -0.0245, -0.7116, 0.4366, 0.4040, 0.3696, -0.5695, 0.4526, -0.7903, 0.7697, 0.2854, 0.3678, -0.6235, -0.0030, 0.5288, -0.4609, 0.3755, -0.8277, -0.0430, 0.2925, 0.1770, -0.1087, 1.5358, -0.5966, 1.0652, 0.4104, 0.1045, 0.3012, 0.3634, 0.4091, 0.6942, -0.4522, -0.4241, -0.8663, -1.4906, -0.6636, -0.0726, 1.5019, 0.3783, 0.4404, 0.2325, 0.4016, 0.5828, -0.1656, -0.2359, 0.4693, -0.4319, -0.1204, 0.3826, 1.1063, -0.4200, -0.6894, 0.0057, -0.7462, 0.4191, 0.2267]
}

---

Entry 3:
{
  "formula": "C4H14BClNOP2",
  "method": "wB97M-V/def2-TZVPD",
  "homo_lumo_gap_ha": 0.25113,
  "lumo_ev": 3.4,
  "charge": -1,
  "symbols": ["H", "H", "B", "O", "H", "P", "H", "H", "N", "Cl", "P", "C", "H", "H", "H", "H", "C", "H", "H", "C", "H", "C", "H", "H"],
  "positions_angstrom": [[-0.45083, -1.24427, -1.23610], [2.24134, -2.84064, 0.90520], [-0.60023, 0.88204, -0.59184], [-0.17237, 2.14712, 2.06264], [-2.56579, 1.79081, 1.16544], [0.40417, 2.14076, 0.45597], [0.85049, -2.22840, 1.80960], [0.50661, -3.11993, 0.31639], [-3.34836, 2.00641, -1.15098], [-0.09307, 4.09667, -0.26097], [-2.49052, 1.12473, -0.10542], [-0.23811, -0.68846, -0.29357], [-3.03474, -0.18730, 0.13409], [-0.93256, -1.13238, 0.45506], [1.70624, -0.33192, 0.80194], [1.61899, -1.67910, -2.02483], [1.22541, -2.42669, 0.78064], [2.94231, -1.92524, -0.88248], [0.58490, 2.08574, 2.63309], [2.16184, -1.19999, -1.19381], [-3.69999, 2.80726, -0.63171], [1.24372, -1.01133, 0.06945], [2.68814, -0.27588, -1.47993], [-0.54759, 1.20999, -1.73787]],
  "forces_ev_per_angstrom": [[0.0, 0.2, 0.5], [-0.4, -0.1, -0.3], [-1.6, -0.5, 0.7], [-0.8, -0.2, -1.2], [0.1, -0.8, -0.1], [1.5, 0.3, 0.6], [0.1, -0.4, -0.5], [0.5, 0.1, -0.1], [0.0, -0.3, 0.5], [-0.3, -0.5, 0.3], [-0.1, 1.4, -1.1], [0.7, 0.3, -0.2], [0.0, 0.2, 0.3], [0.5, 0.3, -0.1], [-0.2, 0.1, -0.5], [0.1, 0.5, 0.2], [-0.2, 1.3, 1.0], [-0.1, 0.4, -0.4], [0.5, 0.2, 0.2], [0.3, 0.0, 1.1], [-0.2, -0.1, -0.2], [-0.3, -2.4, -0.5], [-0.5, -0.3, -0.2], [0.2, 0.2, -0.2]],
  "mulliken_charge": [0.2151, 0.4576, 0.5071, -0.5150, -0.0341, -0.0649, 0.3550, 0.2867, -0.7747, -0.3530, 0.2077, -1.1282, -0.0368, 0.2911, 0.2428, 0.3173, -1.5556, 0.4231, 0.3166, -1.4457, 0.1959, 0.9466, 0.2961, -0.1507]
}

---

Entry 4:
{
  "formula": "C3H8N3O",
  "method": "wB97M-V/def2-TZVPD",
  "homo_lumo_gap_ha": [0.31136, 0.31266],
  "lumo_ev": [-4.9, -4.9],
  "de_lowest_kj_mol": 547.9,
  "charge": 1,
  "symbols": ["H", "H", "O", "N", "N", "C", "H", "H", "C", "H", "H", "N", "H", "H", "C"],
  "positions_angstrom": [[-2.50878, 0.12069, 1.09420], [2.99277, -0.96504, 2.14834], [-0.46961, -0.09595, -1.19408], [2.36846, -0.58743, 1.49100], [2.23754, -0.68251, 0.36771], [-1.67043, 0.89774, 1.24381], [0.12941, 0.47594, 1.94395], [1.07498, -0.96169, -2.23141], [0.04417, -0.46753, -2.45307], [-2.02750, 1.55749, 0.52645], [-1.66918, 1.25910, 2.22924], [-0.33518, 0.26101, 1.10601], [0.14039, 0.37595, -3.24611], [-0.52351, -1.21607, -2.94999], [0.21648, 0.02829, -0.07606]],
  "forces_ev_per_angstrom": [[1.4, 0.6, 0.8], [1.8, -0.7, 0.9], [-1.2, 1.3, 2.9], [-2.5, 1.1, 0.2], [-0.6, -0.1, -1.5], [-1.8, -3.9, 0.0], [2.0, -0.3, 0.6], [-1.6, 1.1, -0.8], [4.2, 0.0, -1.4], [0.6, 1.9, -1.4], [-0.6, 0.7, 1.1], [-2.2, 1.1, -4.1], [-0.1, -0.9, 2.0], [-1.1, -0.6, 0.3], [1.4, -1.2, 0.3]],
  "mulliken_charge": [0.2987, 0.3125, -0.2287, -0.0906, 0.0590, -0.8850, 0.3159, 0.2636, -0.5287, 0.3346, 0.3452, -0.0787, 0.2569, 0.2620, 0.3633]
}

---

Entry 5:
{
  "formula": "C4H13NO2",
  "method": "wB97M-V/def2-TZVPD",
  "homo_lumo_gap_ha": 0.33316,
  "smiles": "CNC[C@@H](C)O.O",
  "lumo_ev": 0.8,
  "de_lowest_kj_mol": 111.0,
  "symbols": ["H", "H", "N", "H", "H", "O", "C", "H", "H", "C", "H", "H", "O", "H", "H", "H", "C", "H", "C", "H"],
  "positions_angstrom": [[-1.84377, 1.59987, -2.33669], [-0.14361, 1.59144, -2.53582], [0.38436, 0.35663, 1.30721], [2.43715, 0.90636, 1.35562], [0.46541, -2.93806, 0.27671], [-0.07830, -2.69309, 1.03325], [1.59525, 0.72562, 2.02457], [1.46164, 1.65239, 2.59265], [1.18299, 1.12564, -0.55958], [-0.97349, 0.95291, -2.24432], [-0.92819, 0.04733, -2.84976], [0.96790, -0.60099, -0.36882], [-1.39618, -0.83099, -0.55028], [-2.18850, -0.98932, -1.07692], [-1.52624, 1.13991, -0.16890], [1.81259, -0.00734, 2.80499], [0.50390, 0.37031, -0.15523], [-0.92098, -2.33068, 0.73047], [-0.88266, 0.50948, -0.78708], [0.07072, -0.58742, 1.50793]],
  "forces_ev_per_angstrom": [[-0.3, -0.5, -0.5], [0.3, -0.1, 0.1], [-0.3, 0.6, -0.5], [0.2, -0.4, 0.1], [-0.5, 0.2, -0.1], [0.2, -0.4, 0.7], [-0.4, 0.2, 0.6], [-0.1, 0.2, -0.2], [-0.1, 0.3, 0.5], [0.4, -0.1, 0.7], [-0.4, 0.3, -0.4], [-0.2, 0.1, -1.0], [-0.7, -0.2, -0.8], [0.0, 0.2, 0.1], [0.5, 0.4, 0.1], [0.4, -0.2, -0.3], [0.2, 0.2, 0.3], [0.4, 0.0, -0.5], [0.2, -0.9, 0.8], [0.4, 0.2, 0.4]],
  "mulliken_charge": [0.3293, 0.3183, -0.4363, 0.3044, 0.2970, -0.6552, -0.9108, 0.2558, 0.4601, -1.3037, 0.3812, 0.2811, -0.5200, 0.2230, 0.2910, 0.3081, -0.6812, 0.3440, 0.2964, 0.4175]
}

---

Entry 6:
{
  "formula": "C6H9NO",
  "method": "wB97M-V/def2-TZVPD",
  "homo_lumo_gap_ha": 0.32343,
  "lumo_ev": 0.1,
  "de_lowest_kj_mol": 343.5,
  "symbols": ["H", "C", "H", "H", "C", "O", "H", "N", "H", "H", "C", "H", "C", "H", "H", "C", "C"],
  "positions_angstrom": [[-1.81486, 1.69997, -1.15334], [-1.15969, 0.08550, 1.16033], [-0.49666, -0.10564, 1.99915], [-1.87139, 0.87121, 1.44325], [-0.39021, 0.57720, -0.03043], [2.81655, 0.61524, -0.79957], [0.43582, -2.89306, 0.34871], [0.72189, 1.33751, 0.21610], [-1.84607, -0.03060, -1.49102], [-0.53260, 0.98369, -2.13676], [-1.18792, 0.81145, -1.28335], [2.04054, -2.38161, 1.09533], [1.07339, -0.95605, -0.12759], [0.87295, 2.11253, -0.42193], [-1.72196, -0.81717, 0.92796], [1.86438, 0.21686, -0.20805], [1.19582, -2.12704, 0.46118]],
  "forces_ev_per_angstrom": [[0.0, 0.0, 0.1], [-0.1, 0.1, 0.0], [0.0, 0.1, 0.0], [0.0, 0.0, 0.0], [0.3, -2.1, -0.6], [-0.1, -0.7, 0.4], [-0.1, 0.1, 0.1], [2.1, -0.3, 0.5], [0.0, 0.0, 0.0], [0.0, 0.0, 0.0], [0.2, -0.1, 0.0], [0.1, -0.1, -0.2], [-1.7, 0.0, 0.1], [0.0, -0.2, -0.1], [0.0, 0.0, 0.0], [-0.8, 3.1, -0.4], [0.2, 0.0, 0.0]],
  "mulliken_charge": [0.3685, -1.4215, 0.3727, 0.4024, 1.0069, -0.5022, 0.2788, -0.5740, 0.3455, 0.3765, -1.3687, 0.2680, 0.0028, 0.3102, 0.3337, 0.4974, -0.6969]
}

---

The total energy results, record by record, are as follows: -249.25772; -9122.88439; -1458.60626; -358.18775; -365.40023; -363.89341 a.u..
The molar mass results, record by record, are as follows: 81.12; 823.99; 200.38; 102.12; 107.15; 111.14 u.